Molecular formula: C5H20N2O3
Method: DFT, ωB97M-V/def2-TZVPD

Each line ends with the Mulliken charge.
Geometry (Å):
1 C -0.4434 0.4503 1.9149  -0.28
2 N -0.9435 1.7112 1.3476  -0.38
3 C -0.6644 2.0576 -0.0808  -0.23
4 C -1.4497 1.3478 -1.1884  -0.51
5 C -0.9478 -0.0649 -1.4711  0.19
6 N 0.5041 -0.0224 -1.7592  -0.35
7 C -1.1558 -0.9050 1.7367  -0.88
8 H -0.2258 0.7504 2.9446  0.49
9 H 0.6003 0.3708 1.5985  0.09
10 H -1.9365 1.7662 1.5520  0.25
11 H -0.9886 3.0959 -0.0423  0.37
12 H 0.4057 1.9208 -0.1334  -0.25
13 H -2.4698 1.3344 -0.7913  0.29
14 H -1.4401 1.9431 -2.0976  0.37
15 H -1.1677 -0.8083 -0.7239  -0.74
16 H -1.5535 -0.5253 -2.2685  0.42
17 H 0.8531 -0.9669 -1.6826  0.21
18 H 0.6079 0.3268 -2.7045  0.22
19 H -0.3839 -1.5523 1.3168  0.05
20 H -1.3873 -1.3077 2.7210  0.38
21 H -2.0200 -0.8299 1.0878  0.43
22 H 2.3334 1.8678 -0.5550  0.29
23 H 2.9320 0.5069 -0.4878  0.36
24 O 3.0548 1.3869 -0.1346  -0.64
25 H 0.0176 -3.1424 -1.2407  0.32
26 H -1.1829 -2.7933 -0.4513  0.36
27 O -0.8953 -3.4318 -1.1149  -0.66
28 H 2.4160 -1.4696 1.7440  0.32
29 H 2.2579 -0.7942 0.3783  0.14
30 O 2.0753 -1.6058 0.8599  -0.63

As for the SMILES: CCNCCCN.O.O.O. The lowest unoccupied orbital energy comes out at 0.0194 Eh. Its HOMO-LUMO gap is 9.17 eV. The calculation puts the energy above the lowest of the compared OMol25 structures with the same formula, charge and spin at 1.380 eV.

***

Molecular formula: C5H20N2O3
Method: DFT, ωB97M-V/def2-TZVPD

Each line ends with the Mulliken charge.
Geometry (Å):
1 C -0.1546 -0.3193 -3.6995  -0.50
2 C -0.9669 -0.5042 -2.3778  -0.25
3 C -0.2909 -1.6750 -1.5467  -0.78
4 C 0.6567 -1.1607 -0.4525  -0.76
5 N 0.0287 -0.1059 0.3402  -0.14
6 C 0.8412 1.0858 0.6238  -0.72
7 N -1.0314 0.0952 -4.8719  -0.67
8 H 0.6155 0.4322 -3.7118  0.26
9 H 0.2034 -1.3115 -3.9526  0.29
10 H -0.9395 0.3445 -1.6995  0.19
11 H -1.9260 -0.8871 -2.7205  0.32
12 H -1.0987 -2.1897 -1.0272  0.33
13 H 0.2812 -2.2173 -2.2921  0.40
14 H 1.1298 -1.9615 0.1098  0.38
15 H 1.4852 -0.6591 -1.0054  0.33
16 H -0.3851 -0.5394 1.1554  0.16
17 H 1.0961 1.3048 1.6505  0.05
18 H 1.8201 1.2399 0.1501  0.32
19 H 0.1084 1.8122 0.2099  0.31
20 H -0.8646 -0.6566 -5.5305  0.23
21 H -2.0320 0.0939 -4.7231  0.25
22 H 1.7015 0.2596 4.1907  0.44
23 H 2.7695 1.1540 3.4569  0.31
24 O 2.6514 0.4623 4.1402  -0.64
25 H -2.0192 1.8203 4.5278  0.32
26 H -1.4534 2.5751 3.2381  0.34
27 O -1.2382 2.0999 4.0546  -0.70
28 H -0.2018 0.5820 3.9477  0.38
29 H -0.7937 -0.8023 3.7545  0.29
30 O 0.0072 -0.3721 4.0608  -0.73

As for the SMILES: CNCCCCN.O.O.O. The lowest unoccupied orbital energy comes out at 0.0068 Eh. Its HOMO-LUMO gap is 8.99 eV. The calculation puts the energy above the lowest of the compared OMol25 structures with the same formula, charge and spin at 1.915 eV.

***

Molecular formula: C5H20N2O6
Method: DFT, ωB97M-V/def2-TZVPD

Each line ends with the Mulliken charge.
Geometry (Å):
1 C 0.6400 0.5261 -2.1010  0.45
2 C 0.9074 -0.2505 -3.3909  -0.60
3 C 1.1300 -1.7213 -3.0448  -0.08
4 C 1.0192 -2.2239 -1.8019  -0.84
5 N -0.7260 1.0978 -2.1175  -0.18
6 C -1.7887 0.9060 -1.2776  0.32
7 N -1.4264 0.7093 0.0461  -0.13
8 O -2.9323 1.2146 -1.5815  -0.68
9 H 0.7727 -0.1664 -1.2035  -0.56
10 H 1.3893 1.3141 -1.8399  0.32
11 H 0.0840 -0.1741 -4.1480  0.33
12 H 1.8769 0.0888 -3.7267  0.28
13 H 1.3638 -2.2626 -4.0017  0.31
14 H 1.1325 -1.6151 -0.9264  0.20
15 H 1.2157 -3.2506 -1.5009  0.30
16 H -0.8869 1.6926 -2.8482  0.21
17 H -2.1385 0.8878 0.6843  0.26
18 H -0.5784 1.0529 0.4678  0.12
19 H -3.2981 -1.4050 0.4063  0.33
20 H -2.0200 -1.7339 1.1411  0.29
21 O -2.9212 -1.6349 1.3531  -0.64
22 H 0.6638 3.1569 2.0692  0.27
23 H 0.6659 1.5196 2.0950  0.29
24 O 0.1445 2.3652 2.2996  -0.63
25 H 1.9408 -1.6334 3.4626  0.26
26 H 1.2630 -0.2498 3.8673  0.30
27 O 1.7176 -0.8089 3.1622  -0.62
28 H 1.8555 0.0610 1.7999  0.46
29 H 2.5513 1.1465 1.0165  0.26
30 O 1.8210 0.6223 0.9507  -0.59
31 H -1.8390 0.3681 2.7714  0.29
32 H -2.0579 0.3086 4.3104  0.25
33 O -1.5417 0.0918 3.6067  -0.53

As for the SMILES: C=CCCNC(N)=O.O.O.O.O.O. The lowest unoccupied orbital energy comes out at 0.0058 Eh. Its HOMO-LUMO gap is 9.36 eV. The calculation puts the energy above the lowest of the compared OMol25 structures with the same formula, charge and spin at 3.418 eV.

***

Molecular formula: C5H20NO6
Method: DFT, ωB97M-V/def2-TZVPD

Each line ends with the Mulliken charge.
Geometry (Å):
1 O -2.1772 2.0997 1.5991  -0.38
2 C -1.6121 1.9750 0.4936  -0.31
3 C -0.6088 0.8185 0.4614  0.35
4 C 0.5987 1.2419 1.2405  -0.85
5 C 0.9082 0.1205 2.2000  0.04
6 C 2.1225 0.1544 2.8296  -1.22
7 N -0.0726 0.4037 -0.9439  -0.35
8 H -1.8888 2.3491 -0.4739  0.32
9 H -0.9973 -0.1239 0.9275  0.40
10 H 0.5396 2.3276 1.6331  0.37
11 H 1.4733 1.4866 0.5759  0.53
12 H 0.1509 -0.6874 2.2314  0.32
13 H 2.8290 0.9528 2.9244  0.35
14 H 2.2325 -0.5365 3.6278  0.29
15 H -0.5700 -0.4942 -1.3368  0.35
16 H 0.9362 0.2041 -0.8556  0.39
17 H -0.1706 1.0605 -1.7261  0.45
18 H -3.5849 -0.4519 2.8613  0.26
19 H -2.4986 0.5359 3.5892  0.31
20 O -2.7266 -0.1043 2.9128  -0.55
21 H 0.4887 0.6522 -4.3355  0.32
22 H 0.6751 -0.4061 -3.2823  0.27
23 O 0.1691 0.3596 -3.5109  -0.59
24 H 3.1895 0.0943 0.5766  0.30
25 H 2.9733 -1.0897 -0.3417  0.29
26 O 2.7639 -0.1899 -0.2595  -0.64
27 H -3.0794 -1.1683 -2.7804  0.30
28 H -3.0939 -2.3419 -1.8365  0.30
29 O -2.5481 -1.7959 -2.3336  -0.59
30 H 0.9333 -2.9585 -1.6234  0.26
31 H 1.5912 -2.2857 -2.8972  0.26
32 O 1.0538 -2.2021 -2.1469  -0.55

The lowest unoccupied orbital energy comes out at -0.1059 Eh. As for the net charge: +1. Its HOMO-LUMO gap is 9.92 eV. The calculation puts the energy above the lowest of the compared OMol25 structures with the same formula, charge and spin at 3.788 eV.

***

Molecular formula: C5H20NO7
Method: DFT, ωB97M-V/def2-TZVPD

Each line ends with the Mulliken charge.
Geometry (Å):
1 C -1.7905 -1.2187 -1.9951  0.05
2 C -1.5638 -0.0259 -2.8529  -1.12
3 C -2.5158 -0.7866 -0.6946  -0.82
4 N -1.7172 -1.0236 0.5161  -0.08
5 C -0.7280 -0.0356 0.9492  -0.24
6 C 0.6205 -0.4414 0.3411  0.76
7 O 0.8225 -1.6162 0.0077  -0.89
8 O 1.4800 0.4571 0.1293  -0.53
9 H -0.7449 -1.5931 -1.7857  0.14
10 H -2.3528 -2.0647 -2.3835  0.46
11 H -1.9212 0.2021 -3.7962  0.42
12 H -1.7598 0.9375 -2.3685  0.25
13 H -0.3839 -0.0006 -2.8849  0.10
14 H -3.4660 -1.3114 -0.6137  0.38
15 H -2.7094 0.3192 -0.5498  0.41
16 H -1.2728 -1.9819 0.3801  0.34
17 H -0.6588 0.0283 2.0594  -0.17
18 H -0.9969 0.9854 0.4998  0.34
19 H -0.8130 1.2753 3.7404  0.37
20 H -1.9359 1.4717 2.8395  0.40
21 O -1.6129 1.8201 3.7057  -0.72
22 H 0.6676 3.0336 1.5784  0.31
23 H -0.1425 2.5820 2.9342  0.41
24 O 0.6919 2.6904 2.5248  -0.65
25 H 2.7172 0.7774 -3.2928  0.30
26 H 2.3627 0.7068 -1.8833  0.25
27 O 2.0013 0.4619 -2.6734  -0.56
28 H 2.3861 -2.2949 0.1466  0.44
29 H 2.9414 -1.7485 -1.0540  0.30
30 O 3.3554 -2.3127 -0.4631  -0.68
31 H 2.3385 0.7879 2.1370  0.37
32 H 3.4029 -0.4590 2.2411  0.31
33 O 3.2982 0.3783 2.5611  -0.64

The lowest unoccupied orbital energy (spin up / spin down) comes out at -0.0028 / -0.1625 Eh. As for the expectation value of S²: 0.76. Its spin multiplicity is 2. Its HOMO-LUMO gap (spin up / spin down) is 9.94 / 5.55 eV. The calculation puts the energy above the lowest of the compared OMol25 structures with the same formula, charge and spin at 1.831 eV.

***

Molecular formula: C5H20O5
Method: DFT, ωB97M-V/def2-TZVPD

Each line ends with the Mulliken charge.
Geometry (Å):
1 C 0.3395 -0.4365 2.7808  -0.46
2 O 0.2724 -1.6542 3.6100  -0.55
3 H -0.3255 -0.5256 1.9218  0.07
4 H -0.1153 0.3966 3.3167  0.31
5 H 1.3508 -0.0443 2.6732  0.32
6 H 0.9830 -1.5247 4.2424  0.29
7 C -0.1786 -4.6971 0.8490  -0.65
8 O -0.1997 -3.3527 1.2274  -0.41
9 H -0.1643 -4.6367 -0.2392  0.21
10 H 0.6584 -5.3465 1.1059  0.32
11 H -1.0470 -5.2909 1.1344  0.30
12 H -0.1715 -3.1739 2.1702  0.25
13 C 1.2452 3.5562 -2.5939  -0.38
14 O 1.0870 4.8568 -2.0435  -0.52
15 H 2.2231 3.5968 -3.0736  0.27
16 H 1.3699 2.7633 -1.8564  0.12
17 H 0.4250 3.2862 -3.2590  0.23
18 H 0.1670 5.1268 -1.9958  0.29
19 C -2.1502 2.3214 -1.0739  -0.55
20 O -1.9921 1.1593 -0.2260  -0.47
21 H -1.7757 2.0732 -2.0670  0.16
22 H -3.1986 2.5905 -1.2031  0.33
23 H -1.4986 3.1306 -0.7443  0.25
24 H -2.4778 1.2969 0.5905  0.28
25 C 0.8118 -0.5437 -0.9357  -0.26
26 O 1.5792 -1.7316 -0.6670  -0.55
27 H -0.0641 -0.3130 -0.3293  0.06
28 H 1.4580 0.3301 -1.0187  0.10
29 H 0.3019 -0.6990 -1.8864  0.36
30 H 1.0865 -2.5144 -0.4096  0.26

As for the SMILES: CO.CO.CO.CO.CO. The lowest unoccupied orbital energy comes out at 0.0232 Eh. Its HOMO-LUMO gap is 10.16 eV. The calculation puts the energy above the lowest of the compared OMol25 structures with the same formula, charge and spin at 2.546 eV.

***

no.,M (g mol⁻¹),total energy (eV)
1,156.2,-14630.9830
2,156.2,-14630.4488
3,204.2,-20772.9794
4,190.2,-19275.8599
5,206.2,-21327.0602
6,160.2,-15743.7775